1.
Density functional theory data (ωB97M-V/def2-TZVPD) for C2H3Br4P as an isolated structure in a non-equilibrium geometry.

Output
total charge = 0
relative energy (zero: lowest compared OMol25 entry of this formula, charge and spin) = 4.231 eV
total energy = -10715.30331 a.u.
spin multiplicity = 1
HOMO energy = -8.00 eV

The geometry in XYZ format:
```
10
Properties=species:S:1:pos:R:3:forces:R:3
C 2.08169 0.36938 0.84216 2.7 2.5 -1.9
C -1.36310 0.42452 -1.01898 0.7 -1.8 -1.0
P -2.07390 -0.78885 0.17382 -0.7 0.5 0.0
Br -2.41681 1.80614 -1.57189 -0.4 0.7 0.4
Br -3.55642 -1.50121 -1.35319 0.0 0.1 0.1
Br -0.65451 -2.49075 -0.01718 0.4 0.1 0.0
Br 0.43625 1.39218 0.46801 1.1 0.0 0.7
H 3.01013 0.87835 0.32812 -2.1 -0.1 0.7
H 2.14734 -0.52635 0.28206 -0.9 -1.4 0.3
H 2.38933 0.43658 1.86709 -0.7 -0.6 0.6
```
Positions in Å, forces in eV/Å.

Listed below, in e, are the Mulliken charges computed for each atom:
1 C -0.73
2 C -0.17
3 P 0.28
4 Br 0.01
5 Br -0.16
6 Br -0.14
7 Br 0.03
8 H 0.26
9 H 0.31
10 H 0.31

***

2.
Density functional theory data (ωB97M-V/def2-TZVPD) for a 16-piece molecular cluster, C65H165N9O16 overall in a non-equilibrium geometry.

Output
total charge = +1
total energy = -4271.47805 a.u.
spin multiplicity = 2
HOMO energy (alpha / beta) = -9.21 / -9.21 eV

The geometry in XYZ format:
```
255
Properties=species:S:1:pos:R:3:forces:R:3
C -0.19770 -2.27436 -12.55125 -0.6 -0.1 -1.1
C -1.52906 -2.88450 -13.07279 0.6 0.7 1.3
O -2.46899 -1.84839 -13.35055 0.1 0.4 -0.5
H -0.31522 -1.54614 -11.74877 -0.2 -0.4 0.2
H 0.25367 -1.71838 -13.37299 0.0 0.1 -0.2
H 0.49695 -3.08369 -12.32646 0.0 0.1 0.4
H -2.03885 -3.43871 -12.28471 0.5 -0.7 0.0
H -1.28854 -3.51105 -13.93168 -0.3 0.0 0.0
H -2.90229 -2.03615 -14.18637 -0.1 0.1 0.0
C 0.11325 0.20841 -4.46542 1.9 -0.9 0.7
C -1.10938 0.46767 -5.26756 -0.4 -1.4 1.4
O -1.42270 1.77120 -5.02463 -1.1 2.1 -0.6
H 0.28872 -0.84068 -4.22723 0.1 -0.1 -0.2
H 0.14347 0.73404 -3.51101 -0.8 0.0 0.1
H 1.01846 0.61239 -4.91871 0.2 -0.2 -0.6
H -1.92893 -0.09692 -4.82294 -0.1 -0.4 -0.3
H -1.00984 0.18358 -6.31517 0.0 0.1 -0.2
H -0.85609 2.25949 -5.62639 0.3 0.9 -0.3
C 7.41008 -4.03794 -4.38260 -0.5 -0.9 -0.5
C 6.60771 -5.18914 -5.05523 2.4 0.2 0.1
O 6.32104 -4.74221 -6.33601 -1.7 0.7 -1.7
H 8.02107 -3.58789 -5.16507 0.1 -0.1 -0.1
H 8.11594 -4.45407 -3.66378 -0.4 0.5 0.6
H 6.71737 -3.24904 -4.08957 0.2 -0.1 0.7
H 5.72076 -5.57342 -4.55148 0.0 0.4 0.0
H 7.29768 -6.01309 -5.23725 0.0 -0.5 0.8
H 7.03894 -4.92973 -6.94516 0.0 0.0 0.1
C 2.53950 -4.70641 -1.47808 -0.5 0.0 0.1
C 1.75342 -5.91630 -0.83717 1.0 1.7 -1.6
O 0.39999 -5.67079 -1.12976 -0.7 -0.1 0.7
H 3.60761 -4.64343 -1.27014 0.1 -0.3 -0.1
H 2.10998 -3.74271 -1.20440 -0.2 -0.1 0.9
H 2.32534 -4.62801 -2.54397 0.4 -0.7 -0.3
H 1.97273 -5.94565 0.23014 -0.4 -0.2 0.0
H 2.05503 -6.83642 -1.33767 0.3 -0.1 0.3
H 0.13939 -6.15598 -1.91606 0.0 -0.1 -0.2
C 4.64688 0.28624 -6.23231 -0.7 -0.8 0.2
C 5.13310 -0.39641 -7.50421 0.0 0.9 0.0
O 5.69773 0.57327 -8.38531 0.2 0.0 0.2
H 3.94719 -0.41391 -5.77591 0.2 -0.3 0.4
H 3.98395 1.14055 -6.36928 0.5 0.4 -0.5
H 5.43196 0.49911 -5.50675 0.1 0.2 -0.2
H 4.28954 -0.87590 -8.00080 -0.1 -0.2 0.0
H 5.88281 -1.14763 -7.25577 -0.1 -0.2 0.1
H 6.47071 0.18565 -8.80227 0.0 0.1 -0.2
C 1.47521 -6.21350 -14.55882 -0.3 -0.7 0.9
C 0.74572 -6.18688 -13.20786 0.0 1.6 -1.5
O 1.34939 -7.10989 -12.38951 0.6 -0.9 0.8
H 0.96349 -5.65552 -15.34297 0.0 -0.1 0.1
H 1.52765 -7.28049 -14.77534 0.2 0.0 -0.6
H 2.48516 -5.83955 -14.39072 0.0 0.0 -0.3
H -0.32494 -6.35619 -13.32239 -0.2 -0.1 0.0
H 0.89960 -5.16760 -12.85362 -0.3 0.3 0.5
H 0.96544 -7.06538 -11.51076 -0.2 -0.3 0.4
C 1.39019 -9.33615 -8.78501 -0.7 -0.5 0.2
C 0.02442 -8.58171 -8.65910 3.5 -1.0 1.4
O -0.24672 -8.06837 -9.88975 -1.0 0.4 -1.4
H 1.71882 -9.79452 -7.85226 0.1 0.3 0.2
H 2.17465 -8.70803 -9.20710 -0.1 0.5 0.4
H 1.39164 -10.16788 -9.48951 -0.7 -0.1 -0.1
H 0.20637 -7.72547 -8.00960 0.1 0.1 0.7
H -0.79842 -9.13534 -8.20686 0.1 -0.6 -0.2
H -1.00387 -7.55727 -9.59463 -1.0 1.1 -1.3
C 1.99357 -2.94124 -5.59682 0.3 0.1 0.3
C 1.69417 -3.49303 -6.99175 -0.8 0.5 1.2
C 1.06597 -2.34695 -7.85746 0.3 -0.8 -0.4
C 1.11111 -2.63523 -9.38171 -0.4 -0.3 1.8
C 2.47153 -3.08445 -9.79196 0.3 1.3 -0.5
C 3.13199 -4.20962 -8.96879 0.2 0.9 -0.3
N 2.97563 -3.94781 -7.53342 -0.6 2.4 -1.9
O 3.59276 -4.91185 -6.80183 -0.4 -1.9 1.1
C 2.58331 -5.51706 -9.45034 -0.8 -0.6 -0.2
C 4.61829 -4.19184 -9.32075 0.4 0.5 -0.6
C 0.56917 -4.54013 -6.80557 1.1 -0.6 -1.1
H 1.06018 -2.56801 -5.17544 0.2 0.1 0.2
H 2.77161 -2.17788 -5.59023 -0.2 0.5 -0.4
H 2.43852 -3.67811 -4.92814 -0.4 -0.5 -0.1
H -0.00970 -2.26084 -7.70376 0.0 -0.1 0.9
H 1.48469 -1.39689 -7.52557 0.4 0.1 -0.5
H 0.77301 -1.71654 -9.86110 0.1 -0.2 -0.4
H 0.39472 -3.43778 -9.55721 -0.4 0.1 -0.2
H 3.00643 -2.13475 -9.78551 1.0 -0.1 0.4
H 2.46608 -3.30088 -10.86024 0.1 -0.6 -0.1
H 1.53769 -5.64527 -9.17040 -0.1 0.0 0.0
H 2.61170 -5.46284 -10.53862 0.2 -0.5 -0.1
H 3.11909 -6.38363 -9.06292 0.1 0.1 -0.1
H 5.14023 -3.31861 -8.92940 0.0 -0.1 0.7
H 5.14943 -5.11975 -9.10872 -0.1 0.1 0.4
H 4.75596 -4.01180 -10.38693 -0.3 -0.3 -0.3
H 0.95671 -5.42868 -6.30717 -0.2 0.0 0.1
H 0.34296 -4.81805 -7.83498 -0.6 -0.4 0.2
H -0.32403 -4.15826 -6.31114 0.2 0.1 0.1
H 4.50118 -4.63514 -6.66107 0.5 0.3 -0.1
C 6.00941 -0.25368 0.73576 0.5 -0.4 2.3
C 5.48125 0.51306 -0.40116 -0.5 -0.6 -1.1
C 4.98225 -0.56484 -1.39250 0.2 -0.2 -2.3
C 4.17886 -0.02110 -2.58687 -0.2 0.6 1.6
C 2.94952 0.71298 -2.03975 0.9 0.0 -0.8
C 3.26733 1.79278 -0.96005 -1.9 -0.9 0.1
N 4.30892 1.31713 0.00004 1.4 2.3 0.4
O 4.62170 2.24404 1.06495 -0.2 -1.7 -2.3
C 3.70537 3.09269 -1.63520 0.8 0.3 0.5
C 1.96683 2.00669 -0.15822 0.3 0.2 0.4
C 6.64333 1.34885 -1.04016 -1.0 0.5 -1.0
H 6.72218 -1.00181 0.38882 -0.1 0.1 -0.1
H 5.20659 -0.77374 1.25835 0.0 -0.1 0.0
H 6.52901 0.36692 1.46581 0.0 0.1 0.0
H 5.87492 -1.01627 -1.82544 0.4 0.1 0.2
H 4.45317 -1.43993 -1.01515 -0.2 0.4 0.9
H 3.78842 -0.78629 -3.25781 0.5 -0.1 0.0
H 4.77416 0.71717 -3.12415 0.1 -0.3 -0.4
H 2.18133 -0.00307 -1.74778 0.0 0.2 0.4
H 2.61252 1.20227 -2.95361 -0.7 0.5 0.4
H 2.87353 3.62471 -2.09685 -0.1 -0.5 -0.1
H 4.07588 3.78736 -0.88137 0.3 0.0 -0.1
H 4.47589 2.84871 -2.36654 0.0 0.4 0.0
H 1.58077 1.05243 0.20017 -0.1 0.0 -0.1
H 2.10456 2.65109 0.71004 0.1 0.2 -0.1
H 1.23527 2.49797 -0.79976 0.0 -0.2 0.0
H 7.52223 0.70857 -1.11555 -0.1 0.0 0.3
H 6.89388 2.32579 -0.62675 -0.1 -0.4 0.7
H 6.34069 1.60475 -2.05554 0.1 -0.2 -0.2
H 4.06649 1.99235 1.80657 -0.5 -0.1 0.5
C -6.62273 -1.22285 -9.75479 0.1 -0.6 0.1
C -5.54871 -0.40612 -10.51985 -0.8 -0.6 0.0
C -5.73977 1.06696 -10.19853 0.6 0.6 0.9
C -5.27778 1.44570 -8.78488 -1.8 -0.5 -0.2
C -3.90095 1.04616 -8.58271 2.1 -1.1 -0.1
C -3.54063 -0.46850 -8.90186 -0.1 0.9 -0.7
N -4.15905 -0.82186 -10.16940 -0.8 1.7 -1.6
O -3.88856 -2.12138 -10.62940 -0.1 -0.4 0.9
C -1.99350 -0.54989 -9.04464 0.0 -0.1 0.9
C -4.01566 -1.32407 -7.74668 0.3 -0.6 0.2
C -5.80584 -0.54790 -12.06076 0.9 -0.4 0.7
H -6.74254 -0.91077 -8.71732 0.1 0.1 -0.1
H -6.35870 -2.27999 -9.72587 0.3 -0.1 0.0
H -7.62301 -1.22910 -10.18782 0.0 0.5 -0.3
H -5.08471 1.61901 -10.87249 -0.3 0.3 -0.3
H -6.78989 1.33879 -10.30554 0.1 0.0 -0.4
H -5.85639 0.92733 -8.02029 -0.5 0.1 0.0
H -5.32668 2.50970 -8.55330 -0.4 0.1 -0.3
H -3.68768 1.24851 -7.53310 0.6 -0.2 0.1
H -3.28565 1.69939 -9.20141 0.5 -0.1 -0.1
H -1.60558 -1.50607 -8.69346 -0.2 -0.2 -0.1
H -1.50655 -0.36353 -10.00185 -0.7 0.1 -0.3
H -1.58845 0.20171 -8.36704 0.1 0.0 0.1
H -5.08586 -1.23642 -7.55937 0.2 0.4 0.3
H -3.87452 -2.38664 -7.94451 0.3 -0.1 -0.2
H -3.40121 -1.06699 -6.88385 -0.3 0.0 0.3
H -6.74004 -0.07158 -12.35825 0.0 -0.1 0.2
H -5.80757 -1.59439 -12.36564 -0.3 -0.1 0.1
H -4.98335 -0.09852 -12.61723 0.0 0.3 0.1
H -3.46800 -1.97934 -11.48059 0.2 0.2 -0.4
C -4.14077 -8.61099 -10.02391 1.3 0.2 -1.0
C -3.75897 -8.17861 -8.63110 -1.5 -0.4 0.6
C -3.52626 -6.69567 -8.46226 0.1 -0.1 -0.6
O -2.31738 -6.38340 -9.23229 -1.7 -0.4 1.0
C -2.11993 -5.02859 -9.51927 0.2 0.5 0.2
N -4.92043 -8.57437 -7.79110 1.0 0.5 0.0
H -5.00478 -8.12114 -10.47295 -0.1 0.3 0.5
H -4.32680 -9.68354 -10.07973 0.1 -0.1 0.2
H -3.28273 -8.39326 -10.65988 -0.1 -0.2 -0.4
H -2.86601 -8.68697 -8.26741 0.3 -0.3 -0.3
H -3.50181 -6.36194 -7.42490 1.0 -0.3 0.4
H -4.47228 -6.22574 -8.73118 0.2 0.6 -1.2
H -1.81853 -4.46600 -8.63566 0.0 0.1 0.3
H -3.01817 -4.54726 -9.90604 0.0 0.0 -0.3
H -1.28530 -4.97650 -10.21840 -0.1 0.1 -0.2
H -5.10208 -9.52989 -8.06327 -0.3 -0.2 0.2
H -4.48842 -8.59963 -6.87850 -0.5 -0.2 0.6
C 7.45255 -4.70827 -10.91274 0.4 -0.5 0.7
C 8.84201 -4.93292 -11.54060 0.6 -0.3 -0.5
C 9.45405 -6.42247 -11.50588 -2.4 1.7 -0.7
O 9.67917 -6.76858 -10.18147 -0.3 0.3 0.5
C 10.59005 -7.78686 -10.01802 2.2 -0.2 0.7
N 8.78638 -4.37281 -12.90386 -0.2 -0.7 -0.3
H 7.37343 -5.23065 -9.95935 0.1 -0.4 0.0
H 6.60757 -5.02615 -11.52352 0.2 -0.1 -0.3
H 7.26268 -3.67600 -10.61870 0.3 0.2 -0.5
H 9.56156 -4.32159 -10.99594 0.1 0.0 0.2
H 10.27792 -6.46608 -12.21823 0.8 0.2 0.5
H 8.73295 -7.11633 -11.93795 -0.5 -0.2 -0.1
H 10.31445 -8.81586 -10.24887 -0.5 0.1 -0.4
H 10.99396 -7.80592 -9.00579 -0.7 0.1 0.5
H 11.51141 -7.50903 -10.52989 0.1 -0.4 -0.7
H 8.31020 -5.05241 -13.47962 -0.8 -0.1 -0.1
H 9.66401 -4.34991 -13.40321 0.7 0.3 0.5
C -2.89335 -7.02766 -3.04695 -0.8 -0.4 0.3
C -2.75005 -7.19121 -4.56242 1.9 -0.7 1.8
C -1.29944 -7.79777 -4.69916 -1.1 0.8 -1.9
O -0.36768 -6.85743 -4.26272 -0.1 0.5 -0.1
C 0.94754 -7.31346 -4.45826 0.1 0.3 1.0
N -3.71175 -8.13596 -5.06817 0.3 -0.4 -0.5
H -2.26413 -6.29051 -2.54816 -0.3 0.3 -0.3
H -2.62757 -7.98751 -2.60406 0.2 -0.2 0.1
H -3.95480 -6.96681 -2.80669 0.0 0.7 0.3
H -2.80186 -6.24208 -5.09588 0.1 -0.1 -0.1
H -1.16770 -7.95404 -5.76984 0.3 -0.2 -0.4
H -1.08986 -8.75514 -4.22208 -0.7 -0.3 0.4
H 1.56441 -6.47202 -4.14273 0.3 -0.2 -0.2
H 1.20044 -7.63331 -5.46912 -0.2 0.1 -0.2
H 1.09835 -8.14028 -3.76421 0.4 -0.3 0.0
H -4.66794 -7.82206 -4.98307 -0.1 0.2 0.2
H -3.62229 -8.98109 -4.52241 -0.2 -0.3 0.0
C 4.31091 0.30257 -11.32060 1.4 -0.5 -1.2
C 4.07335 0.21571 -12.84806 0.5 1.3 2.2
C 3.60992 -1.12400 -13.25927 0.4 -0.2 -1.8
O 4.76300 -1.97806 -13.28574 -0.7 0.7 0.9
C 4.56563 -3.20528 -13.89626 -0.2 -1.4 -0.8
N 3.16005 1.28895 -13.18398 -1.3 0.4 -0.4
H 5.01715 -0.47617 -11.03268 -0.1 -0.1 0.3
H 3.36642 0.16565 -10.79401 0.0 0.2 0.1
H 4.79612 1.25722 -11.11739 -0.3 0.1 0.4
H 4.94623 0.42436 -13.46665 0.4 -0.2 0.5
H 3.28104 -0.88895 -14.27154 -0.4 -0.8 -0.5
H 2.75849 -1.52279 -12.70777 0.1 -0.2 0.4
H 3.55377 -3.60551 -13.83238 -0.4 0.2 0.3
H 5.20319 -3.99737 -13.50353 0.2 0.3 0.5
H 4.78881 -3.20199 -14.96316 0.0 0.4 -0.3
H 2.34529 1.22071 -12.59102 -0.8 -0.7 -0.1
H 3.48425 2.15581 -12.77958 0.9 0.3 -0.4
C 1.02876 1.39853 -8.63719 1.3 0.4 0.3
C 1.31229 2.73134 -7.91299 -0.1 0.5 -1.1
C 1.76586 3.81960 -8.94821 1.4 -1.4 0.4
O 2.02807 5.05563 -8.34100 -1.4 1.1 0.1
C 1.91051 6.08131 -9.31599 0.3 0.4 0.4
N 0.07912 3.10504 -7.22986 -0.5 0.1 0.0
H 0.36552 1.47716 -9.49860 -0.1 0.3 0.1
H 0.63369 0.64879 -7.95170 0.0 0.1 0.0
H 1.99953 1.06324 -9.00228 0.0 -0.4 -0.2
H 2.09051 2.61528 -7.15866 0.1 -0.1 -0.1
H 1.09406 3.75641 -9.80426 -0.7 0.8 0.1
H 2.75897 3.70763 -9.38328 0.1 -1.7 -0.3
H 2.54579 5.94864 -10.19173 0.1 -0.7 -0.2
H 2.29879 7.01363 -8.90597 -0.5 0.0 0.4
H 0.86900 6.14552 -9.63099 0.0 0.3 -0.1
H -0.67665 2.87408 -7.85881 -0.4 -0.1 -0.1
H -0.02236 4.10159 -7.10066 0.4 0.3 0.2
C 5.27401 -7.80142 -10.83961 -0.4 -0.3 -1.0
C 5.02785 -8.22216 -12.31934 0.2 0.0 0.9
C 4.19690 -9.49612 -12.38029 0.6 -0.6 0.0
O 3.98710 -9.85921 -13.75612 -0.5 -1.3 -0.2
C 3.37314 -11.18147 -13.94690 -0.2 0.6 1.3
N 4.30951 -7.16843 -12.98626 0.0 0.5 -0.3
H 5.77490 -6.83545 -10.77538 0.3 -0.3 -0.2
H 5.81062 -8.58796 -10.30903 0.0 0.2 0.2
H 4.29940 -7.60996 -10.39068 -0.1 -0.4 0.2
H 5.97660 -8.38710 -12.82999 0.1 -0.1 0.0
H 3.27917 -9.31957 -11.81931 -0.6 0.0 -0.3
H 4.72080 -10.27457 -11.82561 0.2 -0.5 -0.2
H 3.03097 -11.48544 -14.93614 0.6 1.1 -0.5
H 2.45640 -11.23157 -13.35938 -0.1 0.1 0.3
H 4.00349 -12.00629 -13.61462 0.4 0.2 0.2
H 3.52169 -6.95500 -12.39136 -0.3 0.3 0.1
H 3.86666 -7.63386 -13.76559 -0.1 0.3 -0.6
```
Positions in Å, forces in eV/Å.

Atomic partial charges in e from the Mulliken method, atoms 1 to 99:
1 C 0.28
2 C -0.54
3 O -0.50
4 H -0.07
5 H 0.49
6 H -0.51
7 H 0.09
8 H 0.56
9 H 0.28
10 C -0.89
11 C 0.18
12 O -0.69
13 H 0.26
14 H 0.49
15 H 0.11
16 H 0.56
17 H -0.48
18 H 0.53
19 C -0.98
20 C -0.28
21 O -0.35
22 H 0.28
23 H 0.40
24 H 0.11
25 H 0.30
26 H 0.33
27 H 0.16
28 C -0.30
29 C -0.36
30 O -0.58
31 H 0.38
32 H 0.23
33 H -0.21
34 H 0.34
35 H 0.27
36 H 0.24
37 C -0.57
38 C 0.52
39 O -0.56
40 H -0.21
41 H 0.16
42 H 0.41
43 H -0.44
44 H 0.48
45 H 0.34
46 C -1.47
47 C 0.99
48 O -0.21
49 H 0.42
50 H 0.36
51 H 0.20
52 H 0.44
53 H -0.70
54 H 0.04
55 C -1.38
56 C 0.59
57 O -0.39
58 H 0.42
59 H 0.08
60 H 0.44
61 H -0.42
62 H 0.42
63 H 0.34
64 C -1.36
65 C 2.22
66 C -0.47
67 C 1.53
68 C -1.46
69 C 2.06
70 N 1.82
71 O -0.77
72 C -0.74
73 C -1.85
74 C -0.44
75 H 0.01
76 H -0.29
77 H 0.43
78 H 0.11
79 H -0.50
80 H 0.40
81 H -0.92
82 H -0.39
83 H 0.51
84 H -0.71
85 H 0.08
86 H 0.31
87 H 0.17
88 H 0.57
89 H 0.01
90 H -0.57
91 H -0.96
92 H 0.79
93 H 0.46
94 C -1.99
95 C 1.63
96 C -1.62
97 C 0.02
98 C -1.26
99 C 1.70

***

3.
Density functional theory data (ωB97M-V/def2-TZVPD) for an isolated ion of composition C9H10ClN2O and charge +1 in a non-equilibrium geometry.

Output
SMILES string = C[C@H]1C=[NH+]C(Cl)=N[C@@H]1c1ccco1
total charge = +1
relative energy (zero: lowest compared OMol25 entry of this formula, charge and spin) = 2.170 eV
total energy = -993.54065 a.u.
spin multiplicity = 1
HOMO energy = -11.84 eV

The geometry in XYZ format:
```
23
Properties=species:S:1:pos:R:3:forces:R:3
C 0.41709 2.74400 -0.24559 2.3 -1.6 0.6
C -0.00345 1.31556 0.31135 -1.9 0.5 0.0
C -1.32697 1.47581 1.04316 2.3 -0.4 -1.9
N -2.32319 0.76635 0.71870 -5.0 -1.0 2.8
C -2.33746 -0.38347 -0.19405 2.6 1.5 -0.4
Cl -3.74095 -1.24814 -0.22538 -1.2 -0.6 0.2
N -1.33688 -0.60543 -0.90304 -0.3 0.6 -0.5
C -0.09190 0.17791 -0.79327 1.9 -0.3 -1.2
C 0.89304 -0.97308 -0.44238 0.1 0.9 -1.2
C 1.71378 -1.82582 -1.16295 -1.6 0.3 0.8
C 2.09633 -2.85356 -0.21090 -1.0 0.4 -0.1
C 1.44968 -2.49405 0.95836 2.0 -1.1 -2.7
O 0.75165 -1.38016 0.85681 -0.2 1.0 -1.0
H 1.53939 2.88938 0.02257 -1.8 -0.5 -1.2
H 0.01197 3.66241 0.14185 -1.0 0.0 0.3
H 0.16487 2.57024 -1.28573 0.6 1.1 -0.4
H 0.68156 0.98974 1.07261 0.5 -0.1 0.5
H -1.38116 2.26421 1.75256 -0.5 0.4 0.8
H -3.29187 0.81185 1.31945 3.0 0.3 -1.9
H 0.21519 0.63933 -1.87484 -1.0 -1.3 2.5
H 1.76990 -1.84093 -2.26191 0.4 0.2 0.8
H 2.63374 -3.78471 -0.47476 -0.3 0.9 0.6
H 1.49565 -2.91744 1.87740 0.0 -1.2 2.6
```
Positions in Å, forces in eV/Å.

Listed below, in e, are the Mulliken charges computed for each atom:
1 C -1.14
2 C 0.03
3 C -0.27
4 N -0.14
5 C 0.31
6 Cl -0.10
7 N -0.39
8 C 0.24
9 C 0.30
10 C -0.71
11 C -0.22
12 C -0.68
13 O -0.29
14 H 0.30
15 H 0.41
16 H 0.36
17 H 0.46
18 H 0.49
19 H 0.39
20 H 0.37
21 H 0.36
22 H 0.36
23 H 0.54